ORCA calculation (ωB97M-V with the def2-TZVPD basis set) on a structure of composition C56H29AsBr4Cl4N4O8SW at a distorted geometry.

Geometry as XYZ:
```
108
Properties=species:S:1:pos:R:3:lowdin_spin:R:1
C 2.03 -1.32 -4.60 0.026
C 2.86 -3.86 3.46 0.000
H 5.22 5.45 2.90 0.000
C -1.09 2.88 -1.73 0.148
Br 4.51 1.29 -5.21 0.000
C -0.98 4.01 0.43 -0.022
H -5.20 5.08 -1.80 0.000
C -0.60 -5.71 -0.35 0.003
N 0.76 -1.48 0.21 0.017
H 3.86 1.57 3.83 0.005
C 4.13 -2.55 -5.30 0.007
H 2.78 -0.83 -7.91 0.001
H 1.20 -0.10 -6.20 0.000
C 2.66 -0.87 1.99 0.100
C 2.35 3.62 2.91 0.012
C -1.60 4.86 -3.16 0.009
C 0.77 -2.80 -2.26 0.026
Br 2.45 5.21 -0.39 0.001
Cl -4.84 7.14 -3.72 0.002
Br 4.37 6.51 -2.81 0.000
C 3.94 4.67 -2.81 0.000
C 3.63 -4.81 4.12 0.001
C 4.85 -5.18 3.58 0.000
O 3.27 -0.34 -0.67 -0.001
C 2.33 5.29 4.66 0.000
C 1.16 -0.92 -3.64 -0.007
H -0.74 -7.55 -1.43 0.014
O -1.39 -1.01 1.42 0.004
C 3.54 -0.45 3.00 0.029
C -0.25 -6.59 -1.34 0.192
C 3.20 4.11 -1.73 0.000
Cl 5.83 -6.38 4.40 0.000
H -3.65 3.33 -0.96 0.000
H -0.07 4.63 2.30 -0.002
C 3.58 5.72 4.26 0.007
N 0.23 2.05 0.20 0.126
C 1.72 4.24 3.98 0.011
N 0.30 1.02 -2.56 0.010
C 2.85 -1.19 -6.89 0.016
C -0.68 2.89 -0.42 -0.030
H 0.28 -3.16 -3.16 0.001
H 1.92 -4.63 0.62 0.009
H 4.17 -1.11 3.59 -0.001
H 5.68 -1.01 -1.26 0.000
C -3.32 4.04 -1.70 0.011
C 3.24 1.95 -2.79 0.000
C 4.36 3.83 -3.83 0.000
C -3.75 5.91 -3.13 0.007
C 5.30 -4.63 2.39 0.001
H -2.12 6.57 -4.36 0.000
H 6.26 -4.92 1.99 0.000
S -0.86 -1.35 0.13 0.008
Cl 5.11 -2.43 -7.79 -0.001
C -4.19 5.02 -2.17 -0.001
O 2.43 2.11 -0.67 0.006
H 1.29 -7.10 -2.80 -0.004
H -0.94 0.21 -5.51 -0.001
O -1.51 -2.48 -0.49 0.048
W 1.45 0.25 -0.86 0.013
C 2.42 1.29 2.16 0.022
C 1.55 -5.13 -2.14 0.118
H -2.09 2.37 -4.37 0.004
C 3.39 0.91 3.12 0.101
H 4.86 -3.25 0.81 0.000
C 3.28 -3.29 2.27 -0.002
C 0.27 0.22 -3.66 0.065
C 0.91 -6.31 -2.16 0.002
H -1.31 -5.98 0.42 0.002
H 4.12 3.58 1.71 -0.001
O 5.37 -1.89 -1.01 0.000
C 1.46 -2.53 0.75 0.076
H 3.29 -5.27 5.04 0.000
C 4.00 2.47 -3.83 0.000
C -0.17 3.93 1.49 -0.036
Cl 4.33 7.06 5.10 0.002
C 1.98 -0.80 -5.95 -0.002
C -2.02 3.95 -2.19 0.015
C 3.62 4.05 2.55 0.008
O -0.76 -0.17 -0.80 0.004
O 2.75 0.76 -2.72 0.000
C 1.22 -1.54 -2.31 -0.002
C 1.74 2.50 2.12 0.135
H 5.00 -3.15 -5.05 0.000
C 3.95 -2.06 -6.52 0.001
H -1.68 4.80 0.19 -0.001
C 2.96 2.76 -1.68 0.000
C 0.62 2.74 1.33 -0.006
As 3.60 -1.92 -1.39 0.001
C 2.45 -2.25 1.61 0.001
C -2.46 5.85 -3.63 -0.001
C 1.25 -3.89 0.20 0.073
H 2.80 -3.19 -3.80 0.001
N 2.01 0.20 1.45 0.009
C -0.68 0.67 -4.56 0.018
C 4.51 -3.69 1.74 0.000
C 3.19 -2.24 -4.18 0.004
C 1.00 -3.98 -1.34 0.065
Br 5.43 4.51 -5.24 0.000
C -0.67 1.97 -2.72 0.011
O 3.98 -1.64 -3.15 0.003
C 0.02 -4.46 -0.35 0.419
C 4.24 5.10 3.21 0.000
H 0.75 3.89 4.30 0.001
H 2.43 -4.95 -2.75 0.009
H 1.83 5.76 5.50 0.000
H -0.59 4.79 -3.55 0.000
H 1.90 -3.56 3.88 0.000
C -1.28 1.78 -3.97 0.075
```

Output
Lowest unoccupied orbital energy (alpha / beta)   0.130 / 0.107 hartree
Max |F|   0.04443 hartree/bohr
Total charge   -2
Frontier orbital gap (alpha / beta)   0.191 / 0.204 Ha
Spin multiplicity   3
HOMO (alpha / beta)   -1.677 / -2.631 eV
⟨S²⟩   2.163

ORCA calculation (ωB97M-V with the def2-TZVPD basis set) on a cluster of 5 separate species, C8H24FO4 in total at a distorted geometry.

Geometry as XYZ:
```
37
Properties=species:S:1:pos:R:3:nbo_charge:R:1
C -2.53 3.37 -1.42 -0.620
H -0.33 -0.03 -1.56 0.515
H 0.17 -1.90 0.19 0.517
H -1.62 3.81 -1.82 0.198
H -1.34 0.86 0.24 0.511
H -3.27 1.46 -0.76 0.144
H 0.60 0.67 4.70 0.191
H 1.31 -2.51 2.01 0.161
H 1.83 0.42 -2.67 0.131
H 2.08 -3.80 1.07 0.146
H 0.66 -2.03 -4.06 0.208
C 1.26 -1.12 -4.05 -0.618
H 1.42 -1.14 -1.92 0.184
C 0.09 1.09 3.83 -0.638
C 1.15 -0.44 -2.71 -0.065
H -3.18 3.39 -2.31 0.193
C -2.31 1.93 -1.03 -0.068
H 3.67 -1.88 1.43 0.188
H -2.94 4.03 -0.66 0.197
O 0.69 -2.72 0.05 -0.759
H -1.11 -0.58 1.87 0.512
O -1.45 1.83 0.09 -0.786
H 0.93 -0.49 -4.88 0.196
H -1.86 1.39 -1.86 0.188
H 0.75 1.00 2.96 0.214
H 2.30 -1.44 -4.21 0.189
H 3.29 -2.04 -0.28 0.195
H -1.91 1.16 3.05 0.165
H -0.04 2.18 3.91 0.196
C 1.70 -2.77 1.02 -0.059
C -1.26 0.43 3.55 -0.060
O -1.14 -0.78 2.83 -0.754
H -1.69 0.13 4.51 0.148
F -1.13 -0.83 0.03 -0.872
H 2.54 -0.78 0.68 0.206
O -0.19 -0.03 -2.52 -0.760
C 2.85 -1.83 0.70 -0.632
```

Output
Lowest unoccupied orbital energy   0.132 hartree
Max |F|   0.02702 hartree/bohr
Total charge   -1
Energy relative to the best compared isomer or geometry (same formula, charge and spin)   32.7 kJ/mol
Frontier orbital gap   0.359 Ha
Spin multiplicity   1
HOMO   -6.190 eV

ORCA calculation (ωB97M-V with the def2-TZVPD basis set) on the molecule H3NO4S at a distorted geometry.

Geometry as XYZ:
```
9
Properties=species:S:1:pos:R:3:nbo_charge:R:1
S -0.13 0.30 -0.52 2.451
H -1.52 0.51 0.85 0.386
O 1.24 0.57 -0.71 -0.942
H -0.19 1.29 1.51 0.402
O -0.26 -1.20 0.07 -0.488
O -1.03 0.35 -1.60 -0.896
N -0.80 1.24 0.69 -1.001
H 1.60 -1.23 -0.38 0.470
O 1.09 -1.83 0.10 -0.383
```

Output
Lowest unoccupied orbital energy   0.009 hartree
Max |F|   0.07765 hartree/bohr
Energy relative to the best compared isomer or geometry (same formula, charge and spin)   35.6 kJ/mol
Frontier orbital gap   0.424 Ha
SMILES   NS(=O)(=O)OO
Spin multiplicity   1
HOMO   -11.304 eV

ORCA calculation (ωB97M-V with the def2-TZVPD basis set) on the molecule C5H10S2 at a distorted geometry.

Geometry as XYZ:
```
17
Properties=species:S:1:pos:R:3:nbo_charge:R:1
H 0.76 4.20 -0.05 0.227
H 0.89 -1.93 -1.20 0.227
S 1.80 2.09 -0.62 0.196
C -1.48 -1.73 1.13 -0.379
S -0.59 0.30 -0.39 0.228
H 1.25 0.67 1.24 0.217
C -0.75 -1.43 0.05 -0.138
H -0.19 2.83 0.73 0.224
H 1.78 -0.16 -0.13 0.223
H -0.42 3.19 -0.95 0.221
H -0.78 -2.38 -1.78 0.235
H -0.01 -3.37 -0.42 0.220
C 1.08 0.60 0.14 -0.698
C -0.09 -2.34 -0.89 -0.661
H -1.77 -2.69 1.39 0.190
C 0.34 3.16 -0.14 -0.741
H -1.83 -1.01 1.87 0.209
```

Output
Lowest unoccupied orbital energy   0.032 hartree
Max |F|   0.05226 hartree/bohr
Energy relative to the best compared isomer or geometry (same formula, charge and spin)   82.1 kJ/mol
Frontier orbital gap   0.350 Ha
SMILES   C=C(C)SCSC
Spin multiplicity   1
HOMO   -8.675 eV

ORCA calculation (ωB97M-V with the def2-TZVPD basis set) on a structure of composition HO2PPb at a distorted geometry.

Geometry as XYZ:
```
5
Properties=species:S:1:pos:R:3:nbo_charge:R:1
O -0.07 1.65 0.02 -1.173
P -1.18 0.53 -0.10 1.201
O -0.08 -0.79 0.01 -1.178
H -0.41 -1.89 0.15 0.609
Pb 1.74 0.50 -0.08 1.541
```

Output
Lowest unoccupied orbital energy (alpha / beta)   -0.222 / -0.221 hartree
Max |F|   0.10146 hartree/bohr
Total charge   +1
Energy relative to the best compared isomer or geometry (same formula, charge and spin)   0.0 kJ/mol
Frontier orbital gap (alpha / beta)   0.199 / 0.345 Ha
Spin multiplicity   2
HOMO (alpha / beta)   -11.455 / -15.423 eV
⟨S²⟩   0.754

ORCA calculation (ωB97M-V with the def2-TZVPD basis set) on a structure of composition C24H44BCeNP2 at a distorted geometry.

Geometry as XYZ:
```
73
Properties=species:S:1:pos:R:3:lowdin_spin:R:1
C 2.80 -0.11 1.15 0.000
C 1.53 0.25 1.98 0.000
H 0.64 3.47 1.76 0.000
H 1.82 1.01 2.73 0.000
H 0.75 -0.71 3.80 0.000
H -1.12 2.80 3.66 0.000
C 0.44 -1.39 -0.41 0.000
N -3.90 -0.19 -0.39 -0.003
H 5.22 -2.36 1.23 0.000
H -6.97 -0.86 0.60 0.000
H -0.16 -2.75 2.66 0.000
H 3.32 0.69 -0.81 0.000
H 3.75 -3.66 -2.34 0.000
H -0.12 -1.95 -1.17 0.000
H 0.60 4.40 0.24 0.000
H -0.25 -0.62 -0.04 0.000
C -1.57 2.08 2.95 0.000
H -5.48 2.93 1.82 0.000
C 0.81 -2.36 0.72 0.000
H 1.46 -2.58 -4.44 0.000
H 1.97 -2.49 0.72 0.000
C -4.60 2.29 1.98 0.000
H 1.21 0.11 -1.76 0.000
H 2.65 -5.55 0.26 0.000
H 4.65 -1.72 -3.36 0.000
C -3.44 3.58 0.04 -0.002
H 3.31 -4.85 1.77 0.000
C 1.67 -0.67 -1.11 0.000
C -2.09 3.92 -0.31 -0.002
H 3.74 -0.32 -3.96 0.000
H -4.88 2.88 -1.42 0.000
C 3.95 -0.92 -3.07 0.000
C -2.05 2.77 1.72 -0.002
H -5.51 3.99 -0.20 0.000
C -4.91 -0.79 -0.24 0.000
H 3.57 0.64 1.42 0.000
H -1.35 3.57 -2.32 0.000
B -6.21 -1.56 -0.04 0.000
H -6.67 -1.81 -1.15 0.000
H 0.19 -2.09 -3.26 0.000
H -4.41 2.22 3.06 0.000
C 1.15 -1.81 -3.71 0.000
P 3.35 -3.24 -0.02 0.000
C -4.64 3.77 -0.83 0.000
C -1.23 3.43 0.74 -0.003
C 0.25 3.48 0.73 0.000
H -2.40 1.58 3.47 0.000
H -5.95 -2.59 0.56 0.000
H 5.72 -3.42 -0.11 0.000
H 3.23 -1.08 1.46 0.000
P 2.42 -1.64 -2.47 0.000
H 0.38 -3.35 0.50 0.000
C 3.43 -4.90 0.67 0.000
C -3.42 2.87 1.28 -0.002
C 2.88 -3.27 -1.78 0.000
Ce -2.26 1.51 -0.37 1.016
H -0.80 1.32 2.74 0.000
H 0.71 2.63 0.20 0.000
C 0.89 -0.89 2.73 0.000
H 0.79 0.75 1.32 0.000
C -1.63 4.40 -1.63 0.001
H -2.43 4.99 -2.11 0.000
H 1.02 -0.85 -4.23 0.000
H 5.22 -1.72 -0.45 0.000
C 5.03 -2.61 0.17 0.000
C 0.43 -2.00 2.12 0.000
H -0.74 5.03 -1.50 0.000
H 2.05 -3.97 -1.92 0.000
H 4.42 -5.31 0.44 0.000
H -4.85 1.29 1.61 0.000
H -4.48 4.60 -1.53 0.000
H 4.44 -0.29 -2.31 0.000
C 2.67 -0.03 -0.29 -0.001
```

Output
Lowest unoccupied orbital energy (alpha / beta)   -0.137 / -0.135 hartree
Max |F|   0.10559 hartree/bohr
Total charge   +1
Frontier orbital gap (alpha / beta)   0.140 / 0.142 Ha
Spin multiplicity   2
HOMO (alpha / beta)   -7.546 / -7.553 eV
⟨S²⟩   0.751